Record 1
The following is a DFT calculation (the ωB97M-V functional and the def2-TZVPD basis) of an isolated molecule of C21H30N4O2.

Values from the calculation:
strongest force on any atom = 1.0 eV Å⁻¹
SMILES = CCCCN(C)CCNC(=O)CCn1nc(-c2ccc(C)cc2)ccc1=O
HOMO energy = -8.1775 eV
HOMO-LUMO gap = 8.37 eV
net charge = 0
spin multiplicity = 1

```
57
Properties=species:S:1:pos:R:3:forces:R:3:mulliken_charge:R:1
C 3.92787 -1.54130 -8.24841 -0.2 -0.1 0.2 -1.3130
C 3.31368 -1.60683 -6.85549 0.2 0.3 -0.1 -0.3595
C 3.91821 -0.56215 -5.92074 -0.4 -0.3 0.1 -0.5674
C 3.28109 -0.61509 -4.53090 0.3 0.1 -0.2 -0.7593
N 4.00881 0.20598 -3.57782 -0.1 -0.1 0.1 0.2371
C 3.76672 1.62175 -3.76096 0.1 -0.1 -0.1 -1.0447
H 2.69978 1.88649 -3.73066 0.0 0.1 0.0 0.3566
H 4.16889 1.92863 -4.72510 0.0 0.1 0.0 0.3005
H 4.28640 2.17755 -2.98297 0.0 0.1 0.0 0.3464
C 3.86781 -0.22680 -2.20464 -0.2 0.1 0.2 -1.1968
C 2.44838 -0.14220 -1.61390 0.2 0.1 -0.3 -0.3205
N 2.44670 -0.57144 -0.23476 0.4 -0.1 -0.3 0.0402
C 1.75822 0.08168 0.71997 0.4 -0.2 0.6 0.4514
O 1.22979 1.16191 0.55116 -0.3 0.3 0.0 -0.6681
C 1.68975 -0.65427 2.05760 -0.3 0.1 -0.1 -0.8720
C 0.63122 -1.76346 1.97970 0.4 -0.2 0.1 -0.9374
N -0.60275 -1.22768 1.43888 -0.1 -0.3 -0.5 0.8449
N -1.35807 -0.58049 2.30017 -0.5 0.6 0.6 -1.0109
C -2.42754 0.04684 1.89898 0.6 -0.4 -0.2 0.6744
C -2.79254 0.04018 0.51888 0.3 -0.3 -0.3 -0.4869
C -2.02310 -0.63768 -0.36103 -0.2 0.2 0.1 -0.9342
C -0.83079 -1.32826 0.07279 -0.1 -0.1 0.1 0.8679
O -0.07242 -1.96759 -0.64111 0.0 -0.1 -0.3 -0.6971
H -2.24916 -0.68161 -1.41543 0.0 0.0 -0.1 0.4718
H -3.68401 0.55448 0.19439 -0.1 0.0 0.0 0.3471
C -3.22365 0.72702 2.92325 -0.3 0.2 0.4 0.8180
C -4.03506 1.81681 2.61725 0.2 -0.2 0.0 -0.8732
C -4.77609 2.43767 3.60446 0.0 0.0 0.1 -0.7005
C -4.73333 1.99354 4.91994 0.1 0.0 -0.1 0.9370
C -3.91457 0.91093 5.22505 0.0 0.1 0.0 -0.6612
C -3.16937 0.28788 4.24604 0.0 0.0 -0.1 -0.5515
H -2.53559 -0.55093 4.48771 0.0 -0.1 0.0 0.4279
H -3.86402 0.55519 6.24438 0.0 0.0 0.1 0.3576
C -5.56035 2.64920 5.98215 -0.1 -0.1 0.0 -1.4187
H -5.80563 3.67260 5.70888 0.0 0.1 0.0 0.3653
H -6.49404 2.10165 6.11672 -0.1 0.0 0.1 0.2724
H -5.03503 2.65267 6.93465 0.0 0.0 0.1 0.3672
H -5.39577 3.28568 3.34939 0.0 0.1 0.0 0.3468
H -4.07042 2.20427 1.61020 0.0 0.0 -0.1 0.3359
H 0.42405 -2.16080 2.97490 0.0 0.0 -0.1 0.3492
H 0.94969 -2.56514 1.30904 -0.1 0.1 0.2 0.4886
H 2.65808 -1.08208 2.31676 0.0 0.0 0.0 0.3944
H 1.39262 0.06874 2.81832 0.1 0.0 -0.1 0.3808
H 2.72630 -1.52536 -0.06864 -0.1 0.1 0.1 0.3067
H 1.75682 -0.76849 -2.18823 0.0 0.1 0.0 0.2975
H 2.08633 0.88753 -1.61991 0.0 -0.1 -0.1 0.3640
H 4.21347 -1.26446 -2.14822 0.0 0.0 0.1 0.3643
H 4.53859 0.38375 -1.59277 0.0 -0.1 0.1 0.3296
H 3.31582 -1.64861 -4.17729 -0.1 0.0 0.0 0.3906
H 2.22098 -0.31921 -4.60598 0.0 -0.1 0.0 0.2152
H 4.99068 -0.73454 -5.81644 0.1 0.0 0.0 0.2993
H 3.77844 0.42734 -6.35812 0.1 0.1 0.0 0.3218
H 2.23532 -1.44581 -6.92614 -0.1 -0.1 0.0 0.3360
H 3.47168 -2.60311 -6.43632 -0.1 0.0 0.1 0.3361
H 5.00107 -1.71181 -8.19916 0.1 0.0 -0.1 0.3208
H 3.48924 -2.29612 -8.89702 0.0 0.0 -0.1 0.3842
H 3.75771 -0.56419 -8.69534 0.0 0.1 -0.1 0.3278
```
Positions in Å, forces in eV/Å.

---

Record 2
The following is a DFT calculation (the ωB97M-V functional and the def2-TZVPD basis) of C4H16BrO4 as an isolated structure in a non-equilibrium geometry.

Values from the calculation:
strongest force on any atom = 7.8 eV Å⁻¹
HOMO energy = -4.9820 eV
HOMO-LUMO gap = 8.57 eV
net charge = -1
spin multiplicity = 1

```
25
Properties=species:S:1:pos:R:3:forces:R:3:mulliken_charge:R:1
Br 1.14094 -0.35038 -0.45464 6.9 3.7 -0.5 -0.7598
C 1.30318 -0.26493 2.90441 0.2 0.0 0.4 -0.7174
O 0.97789 -1.27133 1.99852 1.2 -1.1 3.6 -0.5550
H 2.35151 0.03214 2.87540 0.4 0.1 -0.3 0.2861
H 0.71955 0.63226 2.69819 -0.2 0.4 0.1 0.2937
H 1.15563 -0.54989 3.94611 -0.4 -0.3 0.0 0.2668
H 1.08027 -0.81309 1.16118 0.2 -0.6 0.3 0.2556
C -1.40710 -1.00998 1.30224 -0.9 -0.2 -0.6 0.6336
O -1.79515 -2.43292 1.38012 0.3 1.6 0.7 -0.5618
H -2.21764 -0.42717 0.86470 -0.5 -0.1 -0.1 0.3224
H -1.17870 -0.50720 2.24200 -0.3 -0.9 0.4 0.2743
H -0.55496 -0.86456 0.63829 -1.4 -0.3 1.0 -0.7324
H -2.03362 -2.65924 0.47817 0.2 0.1 -0.3 0.3019
C -1.56983 -0.23499 -1.90022 -0.4 -0.2 0.3 -0.7485
O -0.93210 -1.32188 -1.31188 -4.4 -2.5 -2.5 -0.6629
H -1.31591 0.66208 -1.33552 -0.1 0.4 -0.1 0.3868
H -1.32580 -0.09389 -2.95314 0.1 0.1 -0.2 0.2487
H -2.64608 -0.38926 -1.82301 -0.2 0.1 0.0 0.2427
H -0.01447 -1.08662 -1.15625 -0.9 -1.2 -1.2 0.3433
C 1.51479 2.51922 -1.87385 -0.5 -1.7 0.0 -0.5104
O 0.88266 1.50958 -2.71029 0.7 2.3 -0.8 -0.5345
H 1.30276 3.53814 -2.19783 -0.3 -0.2 0.0 0.2607
H 1.15763 2.25342 -0.87893 -0.1 1.0 0.3 0.1947
H 2.59028 2.36546 -1.78561 0.3 0.1 -0.4 0.2426
H 0.81427 0.76503 -2.10815 0.0 -0.4 0.0 0.2286
```
Positions in Å, forces in eV/Å.

---

Record 3
The following is a DFT calculation (the ωB97M-V functional and the def2-TZVPD basis) of an isolated ion of composition C3H4NO and charge +1 in a non-equilibrium geometry.

Values from the calculation:
strongest force on any atom = 5.3 eV Å⁻¹
HOMO energy (spin up / spin down) = -13.6380 / -13.6390 eV
HOMO-LUMO gap (spin up / spin down) = 8.16 / 8.16 eV
net charge = +1
spin multiplicity = 1

```
9
Properties=species:S:1:pos:R:3:forces:R:3:mulliken_charge:R:1
C 0.55705 -0.02464 1.45141 0.0 -2.5 -0.8 -0.3169
C 0.09821 -2.19659 -0.32055 0.8 -0.7 2.0 0.2286
C -0.35278 0.11357 -0.80208 -1.7 4.1 -2.9 -0.1685
N 0.10634 0.72285 0.55750 0.6 0.3 -0.7 -0.1359
O -0.18180 -1.26345 -0.96571 0.1 0.4 -0.6 0.0940
H 1.06315 -0.08431 2.42031 -0.5 1.2 -0.4 0.3332
H -1.42346 0.28696 -1.03478 0.2 -0.3 1.2 0.3383
H 0.00419 0.65853 -1.78081 0.6 -1.1 2.2 0.3333
H 0.12909 1.78708 0.47470 -0.2 -1.4 0.1 0.2939
```
Positions in Å, forces in eV/Å.

---

Record 4
The following is a DFT calculation (the ωB97M-V functional and the def2-TZVPD basis) of an isolated molecule of C2H3N3.

Values from the calculation:
strongest force on any atom = 0.8 eV Å⁻¹
HOMO energy = -9.2641 eV
HOMO-LUMO gap = 10.30 eV
net charge = 0
spin multiplicity = 1

```
8
Properties=species:S:1:pos:R:3:forces:R:3:mulliken_charge:R:1
N -0.80128 0.91969 0.09472 -0.4 0.1 0.1 0.1830
C -1.25991 -0.33831 0.07646 0.4 0.3 -0.3 -0.2978
N -0.06160 -1.01168 0.03913 -0.1 0.2 -0.4 -0.0951
C 1.00143 -0.11851 0.01135 -0.1 0.2 0.0 -0.1030
N 0.56090 1.09663 0.05930 0.0 -0.3 0.1 -0.5466
H -1.40405 1.72287 0.04400 0.2 0.1 0.2 0.1973
H -0.10038 -1.93480 -0.35685 0.5 -0.3 0.5 0.2698
H 2.06489 -0.33589 0.03189 -0.4 -0.2 -0.1 0.3926
```
Positions in Å, forces in eV/Å.

---

Record 5
The following is a DFT calculation (the ωB97M-V functional and the def2-TZVPD basis) of a 3-piece molecular cluster, C9H24O3 overall in a non-equilibrium geometry.

Values from the calculation:
strongest force on any atom = 1.9 eV Å⁻¹
SMILES = CC(C)O.CC(C)O.CC(C)O
HOMO energy = -10.2267 eV
HOMO-LUMO gap = 10.98 eV
net charge = 0
spin multiplicity = 1

```
36
Properties=species:S:1:pos:R:3:forces:R:3:mulliken_charge:R:1
C -3.68578 3.42466 2.99368 0.2 -0.1 -0.3 -1.3766
C -2.40352 2.95897 2.32176 0.8 0.8 1.5 0.7671
C -1.30663 4.03402 2.42312 0.1 -0.1 -1.8 -1.4024
O -1.95089 1.83119 3.08851 -0.3 -0.5 -0.3 -0.6016
H -4.28899 2.55363 3.24832 -0.3 0.1 -0.2 0.3701
H -4.20099 4.11716 2.32611 -0.2 -0.1 0.1 0.3733
H -3.46702 3.95710 3.91913 0.1 0.0 0.0 0.2962
H -2.55575 2.68777 1.27562 -0.1 -0.1 0.0 0.1469
H -0.54390 3.79289 1.66947 0.2 -0.2 0.4 0.3614
H -0.84517 4.07929 3.40427 -0.2 0.1 0.2 0.3887
H -1.62464 5.01672 2.06253 -0.3 0.0 0.5 0.3708
H -0.99455 1.74795 3.03468 0.0 0.1 -0.2 0.3138
C 1.95187 -3.55117 -1.47966 0.5 0.3 -0.2 -1.0201
C 3.44080 -3.12123 -1.43481 -1.1 -0.5 0.1 0.3090
C 4.25227 -4.05012 -0.55669 0.0 -0.6 -0.8 -1.2745
O 3.93441 -3.10127 -2.77390 0.1 0.2 0.3 -0.5387
H 1.58083 -3.93465 -0.52954 0.0 0.1 0.0 0.3303
H 1.85681 -4.33557 -2.23438 -0.1 -0.2 0.1 0.3918
H 1.33273 -2.72353 -1.82267 -0.1 0.0 0.1 0.1307
H 3.50691 -2.10993 -1.03324 0.1 0.1 -0.3 0.3024
H 4.10404 -5.08840 -0.88390 -0.1 0.1 -0.1 0.2877
H 3.90681 -4.02303 0.47406 0.4 0.3 0.2 0.3632
H 5.30579 -3.84562 -0.75196 0.0 0.1 0.7 0.3494
H 3.76127 -3.98001 -3.12966 0.1 0.1 -0.1 0.3523
C -0.81316 -0.86803 -0.83487 0.5 0.4 -0.4 -1.4316
C -0.43525 0.55476 -1.26368 -0.3 0.2 1.3 0.5336
C -1.36980 1.09722 -2.33373 0.1 -1.1 -0.1 -1.3139
O -0.46325 1.41194 -0.08717 0.0 -0.3 -0.4 -0.4709
H -0.72747 -1.52254 -1.70620 -0.4 -0.1 0.1 0.3945
H -1.81929 -0.84128 -0.41006 -0.1 -0.3 -0.2 0.4664
H -0.12948 -1.26828 -0.08652 0.1 0.2 0.1 0.3282
H 0.61050 0.57914 -1.58182 -0.1 0.0 -0.3 0.2300
H -2.42274 1.06904 -2.04423 0.1 0.3 0.4 0.2707
H -1.33813 0.35508 -3.14219 0.2 0.5 -0.4 0.4025
H -1.07262 2.09362 -2.64243 -0.1 0.0 -0.2 0.3423
H -1.08600 1.00250 0.52204 -0.1 0.1 0.1 0.2571
```
Positions in Å, forces in eV/Å.

---

Record 6
The following is a DFT calculation (the ωB97M-V functional and the def2-TZVPD basis) of an isolated molecule of C4H10N2O in a non-equilibrium geometry.

Values from the calculation:
strongest force on any atom = 1.6 eV Å⁻¹
SMILES = CN(C)CC(N)=O
HOMO energy = -8.3303 eV
HOMO-LUMO gap = 9.14 eV
net charge = 0
spin multiplicity = 1

```
17
Properties=species:S:1:pos:R:3:forces:R:3:mulliken_charge:R:1
C 0.76358 1.99456 0.29469 0.7 -0.6 0.9 -0.9667
N 0.61038 0.53792 0.35112 -0.1 -0.1 0.6 0.0541
C 1.76866 -0.23306 -0.07412 -0.4 0.6 -0.4 -1.0477
C -0.59246 0.03815 -0.21598 -0.7 0.5 -1.3 -0.5104
C -1.04132 -1.31211 0.30874 -0.6 1.0 0.9 0.3460
N -1.99018 -1.95427 -0.47487 -1.0 -0.5 0.2 -0.5406
O -0.75495 -1.66215 1.42850 0.4 -0.7 -0.4 -0.5400
H 1.64658 2.30326 -0.30500 -0.5 -0.1 0.2 0.3047
H 0.90000 2.31231 1.34391 0.2 0.4 -0.5 0.2681
H -0.12805 2.48150 -0.07746 -0.2 0.1 -0.2 0.3889
H 1.59561 -1.29413 0.06771 -0.3 -0.2 -0.3 0.2771
H 1.90880 0.05624 -1.13216 0.7 -0.7 0.0 0.4190
H 2.66548 -0.06481 0.51639 0.0 0.6 0.0 0.3090
H -1.44949 0.68214 0.01778 0.1 0.1 0.6 0.3898
H -0.65796 0.10961 -1.33462 0.5 -0.6 0.3 0.2921
H -2.49865 -2.64337 0.07472 0.6 -0.3 0.1 0.3020
H -2.74603 -1.35178 -0.78938 0.6 0.4 -0.6 0.2546
```
Positions in Å, forces in eV/Å.

---

Record 7
The following is a DFT calculation (the ωB97M-V functional and the def2-TZVPD basis) of C12H31AsN3PtSbSe4 as an isolated structure in a non-equilibrium geometry.

Values from the calculation:
strongest force on any atom = 1.2 eV Å⁻¹
HOMO energy (spin up / spin down) = -6.3385 / -6.3386 eV
HOMO-LUMO gap (spin up / spin down) = 4.66 / 4.66 eV
net charge = 0
spin multiplicity = 1

```
53
Properties=species:S:1:pos:R:3:forces:R:3:mulliken_charge:R:1
Pt -0.55863 0.47948 0.05154 -0.2 -0.4 0.3 0.9398
N -0.54369 -3.26465 0.19659 -0.1 0.0 0.2 0.1280
C 0.41326 -2.35513 0.84583 0.3 -0.1 0.3 2.6384
C 1.86094 -2.48244 0.40476 -0.1 0.2 0.0 -1.5536
C 2.65299 -1.25318 0.89579 0.0 0.0 0.0 -0.0060
N 2.32056 -0.10332 0.05593 0.1 0.0 0.1 -0.3919
C 2.35998 -0.93179 2.37044 -0.1 0.2 -0.1 -1.1439
C 0.89016 -1.01286 2.81534 0.1 -0.1 -0.1 -0.1212
N 0.01455 0.10328 2.33329 0.1 0.4 -0.4 -0.7799
C 0.31695 -2.35076 2.35517 -0.1 0.0 0.1 -1.1058
H -0.28782 -4.24768 0.24064 0.0 0.0 -0.1 0.3943
H -0.68878 -2.95678 -0.77732 -0.1 0.0 0.0 0.3486
H -1.51722 -3.07952 0.68290 -0.2 0.1 -0.4 -0.0222
H 0.06425 -1.35987 0.56711 0.0 -0.2 -0.4 -1.8743
H 1.94071 -2.54398 -0.68500 0.0 0.0 0.0 0.4039
H 2.29262 -3.39294 0.83098 0.0 0.0 0.0 0.4023
H 3.72022 -1.48882 0.81509 0.0 -0.1 0.1 0.3697
H 2.59900 -0.26082 -0.90564 -0.1 0.0 0.0 0.2529
H 2.80756 0.72483 0.37817 0.0 0.0 0.0 0.2271
H 2.78639 0.04733 2.61673 0.0 0.0 0.0 0.4605
H 2.89472 -1.66580 2.97817 0.0 0.0 0.1 0.4196
H 0.88376 -1.00217 3.90770 0.0 0.1 0.0 0.4841
H 0.32860 0.98220 2.73167 0.0 -0.1 0.1 0.2267
H -0.93864 -0.05457 2.66728 0.0 0.0 0.0 0.2953
H -0.71887 -2.43289 2.67381 -0.2 0.0 0.0 0.3111
H 0.88767 -3.17439 2.79627 0.0 0.1 0.0 0.4106
Se -5.15790 -1.85238 -2.31607 0.6 0.2 0.4 -0.5956
Sb -3.75060 -0.68134 -0.71161 -1.1 -0.1 -0.3 0.7763
Se -1.43936 -0.59212 -1.93083 0.6 0.9 0.5 -0.7806
Se -4.30608 1.61160 -0.11519 0.3 -0.2 -0.1 -0.5329
Se -3.26557 -2.05532 1.29674 0.5 0.0 0.3 -0.6181
C 1.77574 3.64966 1.45442 -0.1 0.0 -0.1 -1.0573
C 1.24151 3.67510 0.02457 0.1 -0.2 0.2 -0.6829
As -0.50690 2.83158 -0.19432 -0.4 -0.4 -0.7 -0.0307
C -1.66046 3.91113 0.93306 0.0 -0.1 0.3 -0.7158
C -1.74530 3.39130 2.36762 0.0 0.0 -0.1 -0.9423
C -0.95575 3.37068 -2.00699 0.0 -0.1 -0.1 -0.6973
C -0.09703 2.67578 -3.06041 0.1 0.1 0.1 -0.8363
H 2.78089 4.06967 1.49985 0.0 0.0 0.0 0.3967
H 1.81998 2.62816 1.84310 0.0 0.0 0.0 0.1021
H 1.14360 4.23315 2.12282 0.0 0.0 0.0 0.3115
H 1.93251 3.17674 -0.65569 0.0 0.0 0.0 0.3955
H 1.11662 4.70043 -0.32791 0.0 0.0 0.0 0.5539
H -2.64189 3.86966 0.46637 0.0 0.0 -0.1 0.4455
H -1.28659 4.93732 0.88821 0.0 0.0 0.0 0.5233
H -2.07109 2.34967 2.35943 -0.1 0.0 0.0 0.1189
H -2.48673 3.95540 2.93308 0.0 0.0 0.0 0.4054
H -0.78938 3.46916 2.89183 0.0 0.0 0.0 0.2045
H -0.84743 4.45571 -2.06462 0.0 0.0 0.1 0.5017
H -2.01104 3.12891 -2.14075 0.0 -0.1 0.1 0.3663
H 0.94762 2.99044 -3.00033 0.0 0.0 0.0 0.2738
H -0.45908 2.90604 -4.06219 0.0 0.0 0.0 0.3705
H -0.13696 1.59519 -2.93119 0.0 0.0 -0.1 0.0296
```
Positions in Å, forces in eV/Å.

---

Record 8
The following is a DFT calculation (the ωB97M-V functional and the def2-TZVPD basis) of C14H14HgN4OSe as an isolated structure.

Values from the calculation:
strongest force on any atom = 0.3 eV Å⁻¹
HOMO energy (spin up / spin down) = -11.0165 / -11.9645 eV
HOMO-LUMO gap (spin up / spin down) = 8.18 / 6.69 eV
net charge = +1
spin multiplicity = 2

```
35
Properties=species:S:1:pos:R:3:forces:R:3:mulliken_charge:R:1
Hg -0.50103 1.92297 0.24320 0.0 -0.1 0.2 0.4601
N -3.55408 -0.79008 4.81912 0.1 0.0 0.0 -0.3063
C -2.56394 -0.19026 5.52594 -0.1 -0.1 0.0 0.3977
O -2.54892 -0.17388 6.73767 0.0 0.0 0.0 -0.6035
C -1.44942 0.47171 4.75252 0.0 0.0 0.0 0.5439
C -0.45903 1.10404 5.49463 0.0 0.0 0.0 -0.1877
C 0.58411 1.72562 4.83445 0.0 0.0 0.0 -0.7615
C 0.59675 1.70537 3.45136 0.1 0.0 -0.1 0.0110
N -0.34730 1.10721 2.72170 -0.1 0.1 0.1 -0.3030
C -1.34542 0.50110 3.37202 0.0 0.0 -0.1 -0.4284
H -4.30503 -1.20883 5.34097 0.0 0.0 0.0 0.2378
H -3.60914 -0.78163 3.81963 0.0 0.0 0.0 0.1397
H -0.53502 1.09064 6.57389 0.0 0.0 0.0 0.4954
H 1.37557 2.22211 5.37784 0.0 0.0 0.0 0.3968
H 1.40263 2.18034 2.90167 0.0 0.0 0.0 0.2802
H -2.07759 0.01394 2.73780 0.0 0.1 0.0 0.1820
C 0.92110 2.03238 -3.38117 0.0 -0.1 0.0 -1.0441
N 1.15768 0.65178 -2.97936 -0.1 0.1 -0.1 0.2868
C 1.59627 0.22705 -1.78918 0.0 0.1 0.1 -0.1133
Se 2.03848 1.24950 -0.27092 0.1 -0.1 -0.3 -0.2617
N 1.69402 -1.10911 -1.83524 0.0 -0.1 0.0 0.0332
C 1.29867 -1.57834 -3.08520 0.0 -0.1 0.1 0.3333
C 1.20359 -2.85679 -3.62029 0.0 0.0 0.0 -0.8903
C 0.71877 -2.94629 -4.90972 0.0 0.0 0.0 -0.4790
C 0.35893 -1.80500 -5.64520 0.0 -0.1 0.0 -0.6594
C 0.47078 -0.53566 -5.11437 0.0 0.0 0.0 -0.5473
C 0.94518 -0.45195 -3.81105 0.0 0.2 0.0 0.8023
H 1.26106 2.68652 -2.58519 0.0 0.0 0.0 0.3651
H -0.14094 2.18744 -3.56333 0.0 0.0 0.0 0.3746
H 1.48373 2.24033 -4.28904 0.0 0.0 0.0 0.3629
H 2.01077 -1.65558 -1.05059 0.0 0.0 0.0 0.2569
H 1.50283 -3.73427 -3.06326 -0.1 0.0 0.0 0.4072
H 0.61378 -3.92014 -5.36804 0.0 0.0 0.0 0.3970
H -0.00996 -1.92567 -6.65454 0.0 0.0 0.0 0.3974
H 0.21211 0.34343 -5.68869 0.0 0.0 0.0 0.4239
```
Positions in Å, forces in eV/Å.